# 1
{
  "formula": "C25H32NO2Si",
  "method": "the ωB97M-V functional and the def2-TZVPD basis",
  "symbols": ["C", "Si", "C", "C", "O", "C", "C", "C", "C", "O", "C", "H", "H", "H", "H", "H", "H", "H", "H", "H", "H", "H", "H", "H", "H", "H", "H", "C", "N", "C", "C", "C", "C", "C", "C", "C", "C", "C", "C", "C", "C", "C", "C", "C", "C", "H", "H", "H", "H", "H", "H", "H", "H", "H", "H", "H", "H", "H", "H", "H", "H"],
  "xyz": [[1.68, 3.74, -2.30], [2.09, 2.00, -2.83], [1.73, 1.81, -4.65], [3.89, 1.67, -2.53], [1.28, 0.92, -1.79], [0.21, 0.13, -1.84], [0.25, -1.08, -0.97], [-0.87, 0.38, -2.68], [-1.33, 1.66, -2.99], [-2.46, 1.81, -3.67], [-3.00, 3.15, -3.79], [2.35, 4.43, -2.84], [0.65, 4.04, -2.54], [1.84, 3.87, -1.22], [2.28, 2.60, -5.18], [2.10, 0.85, -5.03], [0.67, 1.90, -4.91], [4.49, 2.41, -3.08], [4.13, 1.75, -1.46], [4.18, 0.67, -2.88], [0.03, -1.92, -1.65], [1.27, -1.18, -0.58], [-1.40, -0.51, -3.04], [-0.86, 2.58, -2.60], [-4.04, 3.01, -4.09], [-2.95, 3.69, -2.83], [-2.46, 3.70, -4.56], [-0.76, 3.45, 1.90], [-0.60, 2.01, 1.90], [-0.83, 1.20, 0.83], [-0.67, -0.13, 1.19], [-0.74, -1.24, 0.19], [-0.60, -2.64, 0.82], [0.58, -3.03, 1.46], [0.69, -4.32, 1.99], [-0.35, -5.24, 1.84], [-0.20, -6.61, 2.42], [-1.51, -4.85, 1.17], [-1.63, -3.56, 0.66], [-0.42, -0.14, 2.63], [-0.37, -1.10, 3.65], [-0.10, -0.69, 4.97], [0.06, 0.67, 5.30], [-0.08, 1.66, 4.31], [-0.30, 1.23, 3.01], [-0.43, 3.82, 2.86], [-0.16, 3.89, 1.10], [-1.81, 3.72, 1.73], [-1.11, 1.62, -0.14], [-1.76, -1.21, -0.25], [1.41, -2.32, 1.55], [1.61, -4.61, 2.52], [-1.09, -7.20, 2.20], [0.67, -7.12, 2.02], [-0.08, -6.55, 3.50], [-2.33, -5.57, 1.07], [-2.52, -3.28, 0.10], [-0.56, -2.14, 3.41], [-0.02, -1.44, 5.75], [0.27, 0.95, 6.33], [-0.02, 2.72, 4.53]],
  "total_energy_ha": -1466.3616,
  "molar_mass_g_mol": 406.622,
  "homo_ha": -0.3664,
  "multiplicity": 1,
  "lumo_energy_ev": -4.580,
  "largest_force_ev_per_a": 2.53,
  "charge": 1,
  "de_lowest_ev": 0.119
}

=====

# 2
{
  "formula": "C25H33Cl4N7O6",
  "method": "the ωB97M-V functional and the def2-TZVPD basis",
  "symbols": ["C", "N", "O", "O", "H", "H", "H", "C", "N", "O", "O", "H", "H", "H", "C", "N", "O", "O", "H", "H", "H", "C", "C", "C", "N", "C", "C", "H", "H", "H", "H", "H", "C", "C", "C", "N", "C", "C", "H", "H", "H", "H", "H", "C", "C", "C", "N", "C", "C", "H", "H", "H", "H", "H", "C", "C", "C", "N", "C", "C", "H", "H", "H", "H", "H", "Cl", "C", "Cl", "H", "H", "Cl", "C", "Cl", "H", "H"],
  "xyz": [[0.01, 1.38, -0.03], [-0.18, -0.05, -0.47], [0.41, -0.44, -1.45], [-0.79, -0.77, 0.28], [-0.01, 1.26, 1.05], [-0.84, 1.85, -0.52], [0.97, 1.78, -0.32], [2.39, 0.43, -3.93], [3.27, 0.35, -5.15], [4.03, -0.59, -5.19], [3.24, 1.27, -5.93], [1.84, 1.36, -4.03], [3.10, 0.50, -3.11], [1.71, -0.41, -3.94], [-0.09, -3.42, 4.12], [-1.15, -2.69, 3.39], [-1.16, -2.82, 2.19], [-1.96, -2.09, 4.05], [0.16, -2.89, 5.03], [0.73, -3.68, 3.46], [-0.60, -4.33, 4.46], [-5.17, 1.26, -2.64], [-3.94, 1.82, -2.89], [-2.77, 1.15, -2.56], [-2.78, -0.07, -2.02], [-3.98, -0.58, -1.73], [-5.19, 0.01, -2.03], [-6.10, 1.72, -2.95], [-3.97, 2.82, -3.32], [-1.81, 1.58, -2.81], [-3.95, -1.51, -1.17], [-6.10, -0.53, -1.77], [2.39, 3.81, 2.19], [1.81, 2.67, 2.74], [2.62, 1.70, 3.24], [3.97, 1.75, 3.17], [4.51, 2.81, 2.59], [3.75, 3.91, 2.13], [1.71, 4.55, 1.77], [0.73, 2.58, 2.81], [2.23, 0.79, 3.67], [5.59, 2.82, 2.45], [4.27, 4.73, 1.65], [6.18, -1.36, 0.50], [5.51, -2.46, 0.06], [4.23, -2.23, -0.45], [3.67, -1.04, -0.49], [4.34, 0.07, -0.11], [5.64, -0.07, 0.39], [7.22, -1.40, 0.80], [5.91, -3.47, 0.07], [3.56, -3.07, -0.61], [3.72, 0.95, -0.11], [6.21, 0.72, 0.85], [-5.57, -3.15, 1.47], [-6.65, -2.29, 1.67], [-6.40, -0.94, 1.84], [-5.17, -0.40, 1.71], [-4.17, -1.24, 1.55], [-4.29, -2.64, 1.47], [-5.77, -4.19, 1.26], [-7.67, -2.65, 1.73], [-7.19, -0.23, 2.05], [-3.18, -0.80, 1.41], [-3.40, -3.25, 1.49], [0.51, -4.42, -2.30], [-0.74, -3.67, -1.27], [-1.45, -4.85, -0.16], [-0.26, -2.94, -0.62], [-1.52, -3.21, -1.87], [-0.34, 4.43, -1.72], [0.77, 5.82, -1.65], [1.79, 5.80, -3.11], [0.14, 6.70, -1.60], [1.41, 5.69, -0.79]],
  "total_energy_ha": -3647.5808,
  "molar_mass_g_mol": 669.394,
  "homo_ha": -0.3409,
  "multiplicity": 1,
  "lumo_energy_ev": 0.185,
  "largest_force_ev_per_a": 2.07,
  "charge": 0,
  "smiles": "C[N+](=O)[O-].C[N+](=O)[O-].C[N+](=O)[O-].c1ccncc1.c1ccncc1.c1ccncc1.c1ccncc1.ClCCl.ClCCl",
  "de_lowest_ev": 0.945
}

=====

# 3
{
  "formula": "C25H33ClN6OS",
  "method": "the ωB97M-V functional and the def2-TZVPD basis",
  "symbols": ["C", "C", "N", "C", "N", "C", "S", "C", "C", "O", "N", "C", "C", "C", "N", "C", "C", "C", "C", "C", "C", "N", "N", "C", "C", "C", "C", "C", "C", "C", "C", "C", "C", "Cl", "H", "H", "H", "H", "H", "H", "H", "H", "H", "H", "H", "H", "H", "H", "H", "H", "H", "H", "H", "H", "H", "H", "H", "H", "H", "H", "H", "H", "H", "H", "H", "H", "H"],
  "xyz": [[4.24, -0.45, -0.48], [2.98, -0.95, 0.15], [2.09, -1.43, -0.70], [0.95, -1.88, -0.21], [-0.09, -2.40, -0.85], [-0.95, -2.68, 0.14], [-2.51, -3.38, -0.13], [-2.57, -3.35, -1.95], [-3.57, -2.39, -2.59], [-3.75, -2.43, -3.79], [-4.23, -1.58, -1.75], [-5.14, -0.56, -2.21], [-4.74, 0.83, -1.74], [-3.38, 1.27, -2.29], [-2.31, 0.47, -1.72], [-1.79, 0.97, -0.46], [-0.82, 2.15, -0.63], [0.31, 1.76, -1.57], [-0.25, 1.27, -2.90], [0.87, 0.79, -3.82], [-1.24, 0.13, -2.63], [-0.53, -2.38, 1.37], [0.68, -1.88, 1.15], [1.57, -1.42, 2.05], [1.19, -1.50, 3.49], [2.76, -0.92, 1.55], [3.81, -0.39, 2.49], [3.31, 0.66, 3.44], [3.52, 0.54, 4.81], [3.09, 1.50, 5.70], [2.42, 2.62, 5.23], [2.21, 2.78, 3.88], [2.66, 1.81, 2.99], [2.39, 2.05, 1.30], [4.37, 0.61, -0.28], [5.10, -0.99, -0.11], [4.16, -0.60, -1.56], [-1.56, -3.09, -2.29], [-2.80, -4.36, -2.29], [-3.94, -1.54, -0.78], [-6.15, -0.80, -1.84], [-5.15, -0.62, -3.30], [-5.50, 1.54, -2.07], [-4.72, 0.85, -0.64], [-3.25, 2.35, -2.10], [-3.39, 1.12, -3.37], [-2.63, 1.26, 0.18], [-1.27, 0.15, 0.03], [-1.36, 3.01, -1.03], [-0.43, 2.43, 0.35], [0.98, 2.61, -1.72], [0.89, 0.95, -1.12], [-0.79, 2.10, -3.39], [1.40, -0.04, -3.35], [1.58, 1.59, -4.01], [0.47, 0.45, -4.77], [-1.68, -0.23, -3.56], [-0.68, -0.71, -2.19], [0.33, -2.16, 3.58], [0.91, -0.52, 3.87], [2.01, -1.88, 4.09], [4.63, 0.04, 1.91], [4.22, -1.22, 3.07], [4.04, -0.33, 5.19], [3.27, 1.38, 6.76], [2.08, 3.38, 5.92], [1.70, 3.65, 3.49]],
  "total_energy_ha": -2234.6556,
  "molar_mass_g_mol": 501.100,
  "homo_ha": -0.2790,
  "multiplicity": 1,
  "lumo_energy_ev": 0.397,
  "largest_force_ev_per_a": 1.40,
  "charge": 0,
  "smiles": "Cc1nc2nc(SCC(=O)NCCCN3CCC[C@@H](C)C3)nn2c(C)c1Cc1ccccc1Cl",
  "de_lowest_ev": 0.346
}